Entry 1:
Below is a 20-piece molecular cluster, C2H42O21 overall at a distorted geometry, with properties calculated with ωB97M-V with the def2-TZVPD basis set.

Summary:
DFT total energy: -1681.49894 a.u.
F_max: 0.0707 Eh/bohr
orbital gap: 8.3 eV
net charge: -2

XYZ file:
```
65
C2H42O21 ωB97M-V with the def2-TZVPD basis set
O -1.912 -0.151 -0.429
C -0.555 -0.447 -0.446
C 0.238 0.500 0.451
O 1.582 0.105 0.514
H -0.155 -0.356 -1.448
H -0.536 -1.460 -0.127
H -0.154 0.498 1.448
H 0.271 1.510 0.100
O 0.484 4.131 -0.413
H 0.899 3.564 0.188
H -0.409 3.806 -0.527
O 4.142 -0.065 0.637
H 4.338 -0.952 0.354
H 3.162 -0.088 0.562
O 0.629 1.805 -2.378
H 0.767 1.489 -1.509
H 1.481 2.114 -2.656
O -2.583 0.378 2.034
H -2.317 0.177 1.096
H -1.891 0.102 2.655
O 0.537 -1.517 -3.824
H 1.002 -2.356 -3.725
H -0.339 -1.494 -3.385
O -1.888 2.540 -0.295
H -1.854 1.614 -0.375
H -1.627 2.766 0.623
O 1.553 -2.345 1.099
H 0.830 -2.667 1.566
H 1.431 -1.389 0.889
O 0.748 -3.765 -1.034
H 0.144 -4.227 -0.479
H 1.174 -3.188 -0.371
O 2.228 -1.288 -1.699
H 1.635 -1.223 -2.409
H 1.868 -0.697 -1.045
O 2.484 2.652 0.838
H 3.218 2.884 0.254
H 2.167 1.770 0.552
O 3.520 1.234 -1.992
H 3.391 0.977 -2.928
H 3.632 0.371 -1.553
O 1.915 0.311 3.009
H 1.662 0.309 2.034
H 2.288 1.169 3.134
O -4.355 0.185 -1.312
H -4.539 1.053 -1.731
H -3.470 0.203 -0.968
O -1.295 2.665 2.282
H -1.919 3.359 2.601
H -1.700 1.886 2.594
O -0.652 -0.213 3.743
H 0.206 0.234 3.533
H -0.783 -0.067 4.659
O -0.883 -2.794 2.783
H -1.538 -2.739 2.096
H -0.818 -1.886 3.002
O -1.782 -2.375 -2.145
H -1.467 -1.683 -1.543
H -2.719 -2.247 -2.264
O -2.629 -2.346 0.872
H -2.354 -1.562 0.354
H -2.087 -3.020 0.487
O -1.749 0.719 -2.989
H -1.760 0.374 -2.066
H -0.910 1.152 -2.978
```

***

Entry 2:
Below is C29H22ClIMnN4O4S as an isolated structure at a distorted geometry, with properties calculated with ωB97M-V with the def2-TZVPD basis set.

Summary:
multiplicity: 2
DFT total energy: -3945.39332 a.u.
F_max: 0.0250 Eh/bohr
orbital gap (alpha / beta): 6.8 / 6.9 eV
net charge: 0

XYZ file:
```
63
C29H22ClIMnN4O4S ωB97M-V with the def2-TZVPD basis set
Mn 0.514 -0.341 0.345
O -0.098 4.287 -2.269
C -1.062 3.522 -2.803
C -1.865 4.086 -3.793
C -2.872 3.350 -4.385
C -3.112 2.036 -3.991
C -2.327 1.471 -3.008
C -1.287 2.189 -2.411
C -0.444 1.520 -1.422
O -0.749 0.353 -1.005
N 0.641 2.160 -0.970
N 1.292 1.359 -0.115
C 2.417 1.708 0.424
C 2.999 0.720 1.278
C 4.211 0.877 1.951
C 4.686 -0.137 2.749
C 3.936 -1.305 2.872
C 2.746 -1.395 2.182
N 2.279 -0.429 1.396
H 0.473 3.710 -1.710
H -1.663 5.106 -4.093
H -3.469 3.795 -5.170
H -3.901 1.460 -4.455
H -2.491 0.453 -2.679
H 2.859 2.674 0.220
H 4.744 1.812 1.837
H 5.626 -0.037 3.276
H 4.267 -2.124 3.494
H 2.122 -2.277 2.266
Cl 0.183 -6.984 -1.919
C 0.108 -5.491 -1.036
C -0.506 -5.470 0.189
C -0.615 -4.276 0.905
I -1.619 -4.193 2.742
C -0.102 -3.077 0.426
O -0.242 -1.938 1.018
C 0.607 -3.128 -0.820
N 1.171 -1.961 -1.224
C 1.741 -1.916 -2.405
C 1.800 -3.025 -3.262
C 1.290 -4.227 -2.850
C 0.677 -4.319 -1.583
H -0.917 -6.384 0.595
H 2.188 -0.972 -2.690
H 2.249 -2.917 -4.239
H 1.350 -5.100 -3.485
C -1.187 0.938 4.782
S -0.059 0.498 3.405
O 1.066 1.457 3.480
C -1.213 1.123 2.154
C -1.128 2.450 1.760
C -2.090 2.961 0.904
C -3.123 2.145 0.456
C -3.199 0.819 0.855
C -2.240 0.298 1.709
H -1.498 1.972 4.658
H -0.642 0.804 5.716
H -2.041 0.263 4.736
H -0.307 3.056 2.125
H -2.031 3.992 0.580
H -3.867 2.547 -0.221
H -3.996 0.185 0.490
H -2.280 -0.736 2.035
```